Formula: C2H4BrN
Source: the OMol25 dataset
Level of theory: ωB97M-V with the def2-TZVPD basis set

Output
**HOMO (spin up / spin down)**: -9.10 / -9.10 eV
**E_tot**: -73668.0584 eV
**E_LUMO (spin up / spin down)**: 0.693 / 0.693 eV
**Net charge**: 0
**Energy above the lowest of the compared OMol25 structures with the same formula, charge and spin**: 67.7 kcal/mol

Last column: natural (NBO) charge in e.
Geometry (Å):
C (0.98737, -1.01238, 0.07067)  -0.129
C (-0.69966, 1.07909, 0.01525)  -0.436
N (1.15610, 0.17449, -0.00233)  -0.346
Br (-2.04081, -0.14229, -0.18259)  0.124
H (1.81871, -1.69046, -0.08756)  0.185
H (-0.05111, -1.64721, -0.07431)  0.136
H (-0.76950, 1.50307, 1.09267)  0.231
H (-0.40111, 1.73568, -0.83180)  0.234

***

Formula: C35H28N6RuS
Source: the OMol25 dataset
Level of theory: ωB97M-V with the def2-TZVPD basis set

Output
**HOMO (spin up / spin down)**: -11.03 / -11.03 eV
**Multiplicity**: 2
**E_tot**: -59104.6979 eV
**E_LUMO (spin up / spin down)**: -3.336 / -4.024 eV
**<S²>**: 0.754
**Net charge**: +1
**Energy above the lowest of the compared OMol25 structures with the same formula, charge and spin**: 9.3 kcal/mol

Last column: Löwdin spin population.
Geometry (Å):
Ru (0.18683, -0.63422, -1.50157)  0.879
C (-3.63682, -2.68085, -1.52255)  0.000
C (-3.60183, -3.61054, -0.48668)  -0.001
C (-2.44913, -3.71617, 0.24493)  0.000
C (-1.33575, -2.90573, -0.04258)  0.001
N (-1.37437, -2.00474, -1.04967)  -0.002
C (-2.52437, -1.91956, -1.76053)  -0.001
N (-0.26157, -3.13284, 0.78116)  0.000
C (0.85371, -2.51107, 0.76208)  0.008
N (1.25745, -1.45911, -0.05411)  0.041
C (2.52971, -1.06280, 0.34656)  0.008
N (3.24750, -0.10024, -0.08805)  0.000
C (2.91729, 0.77371, -1.09356)  0.001
C (3.88878, 1.76526, -1.32202)  0.000
C (3.70754, 2.71546, -2.29120)  -0.001
C (2.53630, 2.66916, -3.04264)  0.000
C (1.62591, 1.68099, -2.78077)  -0.001
N (1.78271, 0.73147, -1.82737)  -0.002
C (2.95788, -1.91432, 1.46180)  0.002
C (4.12171, -1.91505, 2.21160)  0.000
C (4.21472, -2.85204, 3.22970)  0.000
C (3.17572, -3.74948, 3.48759)  0.000
C (2.01063, -3.73854, 2.73550)  0.000
C (1.92788, -2.80402, 1.71744)  0.002
H (-4.50902, -2.54864, -2.14597)  0.000
H (-4.45609, -4.23579, -0.26545)  0.000
H (-2.34354, -4.41422, 1.06123)  0.000
H (-2.53081, -1.20648, -2.56822)  0.000
H (4.77002, 1.73375, -0.69977)  0.000
H (4.45639, 3.47578, -2.46667)  0.000
H (2.32953, 3.38153, -3.82791)  0.000
H (0.72214, 1.62237, -3.36406)  0.000
H (4.91823, -1.21355, 2.00572)  0.000
H (5.10751, -2.89174, 3.83938)  0.000
H (3.28611, -4.46505, 4.29142)  0.000
H (1.19899, -4.42617, 2.92871)  0.000
C (-0.09068, 3.14961, 3.95569)  0.000
C (-0.79519, 1.87624, 3.46836)  0.000
C (-1.96908, 1.54674, 4.40044)  0.000
C (0.20595, 0.71722, 3.51970)  0.000
C (-1.32939, 2.11075, 2.05870)  0.000
C (-2.26527, 3.13671, 1.80491)  0.000
C (-2.78452, 3.38579, 0.54926)  0.000
C (-2.35769, 2.58554, -0.50859)  0.000
S (-2.79041, 2.59795, -2.20306)  0.000
C (-1.71793, 1.28219, -2.48989)  0.005
N (-1.10526, 0.88026, -1.40508)  0.016
C (-1.43292, 1.57745, -0.26488)  0.005
C (-0.91560, 1.32891, 1.00023)  0.007
C (-1.37310, 0.54398, -3.69189)  0.009
C (-1.90656, 0.80533, -4.94720)  0.002
C (-1.50235, 0.03384, -6.02712)  0.000
C (-0.57715, -0.97937, -5.83164)  -0.001
C (-0.04228, -1.24030, -4.56951)  0.002
C (-0.41970, -0.49297, -3.47023)  0.015
H (0.29517, 2.99777, 4.96491)  0.000
H (-0.77100, 4.00127, 3.98588)  0.000
H (0.74718, 3.40658, 3.30515)  0.000
H (-1.60254, 1.37859, 5.41426)  0.000
H (-2.48870, 0.64499, 4.07151)  0.000
H (-2.69363, 2.36069, 4.44100)  0.000
H (0.55593, 0.59114, 4.54446)  0.000
H (1.08440, 0.90575, 2.89617)  0.000
H (-0.24586, -0.22961, 3.21079)  0.000
H (-2.59776, 3.75653, 2.62701)  0.000
H (-3.50297, 4.17948, 0.39703)  0.000
H (-0.19972, 0.52725, 1.12939)  0.005
H (-2.62961, 1.60149, -5.08413)  0.001
H (-1.90496, 0.22002, -7.01294)  0.000
H (-0.26319, -1.58059, -6.67532)  0.000
H (0.67850, -2.04372, -4.46688)  0.001

***

Formula: C14H17NO3S
Source: the OMol25 dataset
Level of theory: ωB97M-V with the def2-TZVPD basis set

Output
**HOMO**: -8.83 eV
**E_tot**: -33262.4145 eV
**E_LUMO**: 0.685 eV
**Net charge**: 0
**Energy above the lowest of the compared OMol25 structures with the same formula, charge and spin**: 20.2 kcal/mol

Last column: natural (NBO) charge in e.
Geometry (Å):
C (-0.39564, 0.32968, -2.26916)  -0.618
C (0.35084, 1.36741, -1.43856)  -0.419
C (0.41330, 0.97424, 0.04950)  0.011
O (1.06313, -0.26514, 0.24645)  -0.542
C (2.42869, -0.34419, 0.19271)  0.390
C (3.29832, 0.72993, 0.05416)  -0.328
C (4.66592, 0.50746, 0.03476)  -0.184
C (5.17913, -0.77052, 0.14855)  -0.241
C (4.31118, -1.84227, 0.28647)  -0.186
C (2.94796, -1.63385, 0.30882)  -0.282
C (-1.02679, 0.88878, 0.57580)  0.680
O (-1.68972, 1.89593, 0.71304)  -0.645
N (-1.42295, -0.36843, 0.83809)  -0.608
C (-2.73794, -0.87567, 1.18359)  -0.145
C (-3.75193, 0.15339, 1.65906)  -0.425
C (-4.41674, 0.76614, 0.43601)  -0.519
S (-4.56822, -0.57157, -0.79821)  0.231
C (-3.30220, -1.54553, -0.08456)  0.396
O (-2.89452, -2.57566, -0.54176)  -0.546
H (-0.33226, 0.58125, -3.32471)  0.218
H (0.03789, -0.65772, -2.12479)  0.214
H (-1.44677, 0.28996, -1.99224)  0.207
H (1.36923, 1.46988, -1.81879)  0.212
H (-0.14537, 2.33644, -1.50695)  0.227
H (0.90749, 1.77093, 0.62180)  0.205
H (2.93266, 1.74073, -0.03667)  0.219
H (5.33215, 1.35068, -0.07295)  0.215
H (6.24587, -0.93220, 0.12953)  0.215
H (4.69826, -2.84616, 0.37632)  0.216
H (2.26021, -2.45850, 0.41560)  0.221
H (-0.73991, -1.08601, 0.63060)  0.429
H (-2.58887, -1.66154, 1.93473)  0.227
H (-4.49681, -0.35675, 2.27229)  0.220
H (-3.27357, 0.93343, 2.24822)  0.253
H (-3.79990, 1.55563, 0.00819)  0.250
H (-5.41214, 1.14981, 0.64505)  0.228